Density functional theory data (ωB97M-V/def2-TZVPD) for a cluster of 9 separate species, C38H100N6O16 in total in a non-equilibrium geometry.

Structure (XYZ):
```
160
Properties=species:S:1:pos:R:3:lowdin_charge:R:1
C 7.839 -5.500 1.572 -0.10
O 7.080 -6.523 0.999 -0.20
C 6.683 -7.572 1.768 -0.25
C 6.094 -8.657 0.847 -0.24
N 4.756 -8.406 0.459 -0.07
C 4.266 -9.417 -0.529 -0.16
C 2.722 -9.114 -0.791 -0.19
O 2.461 -7.709 -0.925 -0.20
C 1.153 -7.312 -1.270 -0.12
H 7.725 -4.669 0.876 0.09
H 8.901 -5.746 1.607 0.09
H 7.438 -5.339 2.573 0.09
H 5.912 -7.267 2.475 0.12
H 7.557 -7.911 2.324 0.12
H 6.111 -9.574 1.436 0.12
H 6.699 -8.804 -0.047 0.12
H 4.689 -7.431 0.205 0.11
H 4.191 -10.393 -0.048 0.11
H 4.879 -9.537 -1.422 0.11
H 2.112 -9.512 0.019 0.11
H 2.474 -9.650 -1.707 0.11
H 1.176 -6.307 -1.692 0.08
H 0.512 -7.174 -0.400 0.08
H 0.665 -7.854 -2.080 0.08
C 1.495 13.005 -7.864 -0.09
O 2.620 12.100 -7.759 -0.20
C 2.252 10.758 -7.446 -0.20
C 3.570 9.950 -7.603 -0.24
N 4.499 10.247 -6.581 -0.10
C 5.909 9.832 -6.665 -0.19
C 6.673 10.381 -5.476 -0.17
O 6.592 11.836 -5.814 -0.22
C 6.784 12.635 -4.608 -0.10
H 1.833 13.854 -8.459 0.08
H 1.248 13.359 -6.863 0.08
H 0.546 12.619 -8.236 0.08
H 1.615 10.323 -8.216 0.12
H 1.903 10.705 -6.414 0.12
H 4.127 10.238 -8.495 0.11
H 3.357 8.889 -7.734 0.11
H 4.438 11.240 -6.402 0.10
H 6.301 10.237 -7.599 0.12
H 5.793 8.749 -6.697 0.12
H 7.712 10.098 -5.312 0.11
H 6.229 10.199 -4.497 0.11
H 6.223 12.374 -3.710 0.08
H 6.579 13.697 -4.743 0.08
H 7.845 12.459 -4.428 0.08
C -4.880 -3.532 -7.802 -0.09
O -5.542 -4.388 -8.770 -0.21
C -4.632 -5.249 -9.465 -0.20
C -4.304 -6.467 -8.611 -0.21
N -5.186 -7.557 -8.892 -0.09
C -6.551 -7.426 -8.462 -0.20
C -6.841 -7.720 -6.951 -0.18
O -7.888 -8.706 -6.842 -0.21
C -9.177 -8.161 -7.046 -0.11
H -4.050 -2.911 -8.140 0.08
H -4.492 -4.157 -6.998 0.07
H -5.634 -2.886 -7.352 0.08
H -3.774 -4.718 -9.876 0.11
H -5.247 -5.502 -10.329 0.12
H -4.238 -6.330 -7.532 0.12
H -3.271 -6.767 -8.786 0.11
H -5.331 -7.841 -9.850 0.11
H -7.130 -8.164 -9.017 0.12
H -6.875 -6.410 -8.686 0.10
H -7.135 -6.842 -6.376 0.11
H -5.922 -7.952 -6.414 0.11
H -9.287 -7.507 -6.181 0.09
H -9.860 -9.009 -7.005 0.09
H -9.313 -7.652 -8.001 0.08
C -3.434 -1.580 4.506 -0.10
O -3.758 -1.650 3.107 -0.20
C -3.796 -0.442 2.315 -0.21
C -2.464 -0.031 1.781 -0.21
N -2.024 -0.771 0.562 -0.06
C -0.827 -0.231 -0.055 -0.21
C -0.897 1.200 -0.668 -0.25
O 0.365 1.620 -1.079 -0.18
C 0.557 3.011 -1.077 -0.11
H -2.655 -0.835 4.672 0.08
H -3.098 -2.526 4.931 0.08
H -4.313 -1.315 5.093 0.08
H -4.170 0.408 2.885 0.12
H -4.491 -0.626 1.496 0.12
H -1.679 -0.211 2.516 0.12
H -2.526 1.045 1.621 0.11
H -1.820 -1.721 0.837 0.11
H -0.534 -0.681 -1.004 0.12
H 0.018 -0.324 0.628 0.11
H -1.370 1.909 0.012 0.10
H -1.626 1.139 -1.475 0.12
H -0.101 3.479 -1.809 0.09
H 1.544 3.462 -1.188 0.09
H 0.247 3.320 -0.079 0.08
C 0.883 -9.337 5.174 -0.26
C 1.646 -8.505 6.115 -0.28
O 1.846 -9.297 7.240 -0.07
O 1.617 -10.378 4.511 -0.05
H 0.360 -8.750 4.419 0.11
H 0.058 -9.734 5.767 0.13
H 1.069 -7.693 6.557 0.13
H 2.610 -8.060 5.870 0.12
H 2.442 -10.010 7.000 0.09
H 2.326 -9.894 4.081 0.08
C 8.317 4.140 1.975 -0.31
C 8.872 2.820 1.521 -0.25
O 9.692 2.961 0.369 -0.07
O 9.129 4.765 2.871 -0.03
H 7.383 3.848 2.456 0.12
H 8.051 4.708 1.084 0.12
H 8.123 2.038 1.398 0.12
H 9.459 2.371 2.322 0.12
H 10.528 3.409 0.521 0.08
H 9.970 4.855 2.417 0.09
C -8.854 2.300 8.766 -0.27
C -7.457 2.740 9.406 -0.21
O -6.969 1.896 10.458 -0.09
O -9.711 2.299 9.825 -0.05
H -8.772 1.334 8.268 0.12
H -9.138 3.072 8.051 0.11
H -7.457 3.698 9.924 0.11
H -6.732 2.706 8.592 0.11
H -7.513 1.964 11.246 0.08
H -10.056 1.407 9.749 0.09
C -5.467 5.843 1.972 -0.08
C -5.939 5.941 0.493 -0.39
C -7.477 6.083 0.508 -0.19
O -8.215 4.941 1.014 -0.19
C -8.039 3.733 0.345 -0.13
N -5.355 7.213 -0.010 0.02
H -5.512 6.842 2.406 0.07
H -4.445 5.482 2.090 0.07
H -6.025 5.147 2.597 0.07
H -5.615 5.039 -0.027 0.13
H -7.710 6.306 -0.534 0.11
H -7.961 7.008 0.822 0.13
H -8.540 3.764 -0.623 0.09
H -8.681 3.098 0.954 0.09
H -7.040 3.319 0.211 0.08
H -4.388 7.215 0.281 0.06
H -5.693 7.949 0.594 0.06
C 3.870 -0.740 6.143 -0.10
C 4.084 0.317 7.220 -0.34
C 3.556 0.104 8.693 -0.24
O 2.257 -0.235 8.659 -0.14
C 1.561 0.547 9.501 -0.17
N 5.612 0.265 7.224 0.00
H 4.184 -1.727 6.484 0.07
H 4.324 -0.581 5.164 0.08
H 2.822 -1.011 6.015 0.07
H 3.909 1.300 6.784 0.13
H 4.032 0.766 9.417 0.13
H 3.958 -0.813 9.125 0.13
H 1.886 0.939 10.464 0.10
H 0.602 0.035 9.583 0.10
H 1.210 1.446 8.993 0.09
H 5.794 1.045 7.840 0.05
H 5.893 -0.452 7.877 0.05
```

gap between HOMO and LUMO	8.43	eV
ΔE to the lowest compared entry with this formula, charge and spin	163.6	kcal per mole
2S+1	1
LUMO energy	0.322	eV
E_HOMO	-8.11	eV
SMILES	COC[C@H](C)N.COC[C@H](C)N.COCCNCCOC.COCCNCCOC.COCCNCCOC.COCCNCCOC.OCCO.OCCO.OCCO